{
  "formula": "C26H27BCl2F7IrN2O5S",
  "method": "ωB97M-V with the def2-TZVPD basis set",
  "charge": 0,
  "gap_ev": 6.525,
  "e_homo_ev": -7.78,
  "elements": ["Ir", "C", "C", "C", "C", "C", "C", "C", "N", "C", "C", "C", "C", "C", "C", "C", "N", "C", "C", "C", "C", "H", "H", "H", "H", "H", "H", "H", "H", "H", "H", "H", "H", "H", "H", "H", "H", "H", "H", "H", "H", "H", "H", "H", "H", "Cl", "C", "C", "C", "Cl", "C", "O", "C", "C", "O", "C", "H", "H", "H", "F", "C", "F", "F", "S", "O", "O", "O", "F", "B", "F", "F", "F"],
  "positions_angstrom": [[-0.3610, 0.5865, 0.1231], [6.4094, -0.7241, -0.8367], [5.9171, 0.6667, -0.4105], [6.4003, 1.6975, -1.4304], [6.4980, 1.0236, 0.9656], [4.4001, 0.6292, -0.3121], [3.7722, -0.1922, 0.6191], [2.3982, -0.2293, 0.7077], [1.6264, 0.5107, -0.0899], [2.1986, 1.3450, -0.9713], [3.5691, 1.4114, -1.1094], [1.2473, 2.2572, -1.6239], [1.5819, 3.1770, -2.5956], [0.6378, 4.1020, -3.0367], [-0.6119, 4.0479, -2.4275], [-0.8970, 3.0817, -1.4844], [0.0083, 2.1806, -1.1074], [0.9251, 5.1152, -4.1342], [0.4592, 6.5095, -3.6922], [2.4145, 5.1807, -4.4740], [0.1430, 4.6850, -5.3854], [7.4986, -0.7234, -0.9071], [6.0033, -1.0027, -1.8109], [6.1191, -1.4899, -0.1165], [7.4905, 1.7112, -1.4389], [6.0608, 2.7049, -1.1803], [6.0668, 1.4546, -2.4419], [7.5846, 1.0941, 0.8965], [6.2608, 0.2686, 1.7152], [6.1121, 1.9811, 1.3190], [4.3393, -0.8013, 1.3081], [1.8860, -0.8328, 1.4372], [3.9817, 2.1102, -1.8202], [2.5839, 3.1711, -2.9951], [-1.3975, 4.7418, -2.6896], [-1.8637, 3.0128, -1.0125], [0.9142, 6.7968, -2.7427], [-0.6238, 6.5640, -3.5827], [0.7485, 7.2446, -4.4444], [3.0167, 5.4390, -3.6001], [2.5785, 5.9494, -5.2296], [2.7803, 4.2382, -4.8860], [-0.9263, 4.6153, -5.1800], [0.4831, 3.7125, -5.7458], [0.2892, 5.4166, -6.1823], [-2.0230, -5.2842, 4.8263], [-1.8176, -3.9275, 3.7601], [-2.6205, -2.8021, 3.9177], [-2.4472, -1.7190, 3.0882], [-3.4496, -0.3308, 3.2801], [-1.4533, -1.6863, 2.0792], [-1.3427, -0.5926, 1.3883], [-0.6958, -2.8679, 1.9111], [0.2749, -3.0560, 0.8380], [0.5810, -2.2460, -0.0108], [-0.8801, -3.9622, 2.7635], [-3.3801, -2.7724, 4.6862], [0.7532, -4.0562, 0.8495], [-0.2717, -4.8472, 2.6197], [-4.6592, 0.9367, -2.6703], [-3.3846, 0.5856, -2.7991], [-2.6894, 1.6503, -3.2190], [-3.2812, -0.3712, -3.7124], [-2.7622, -0.0011, -1.1674], [-3.5967, -1.0959, -0.8269], [-2.7603, 1.1924, -0.3028], [-1.3236, -0.3263, -1.4721], [2.2226, 2.0308, 2.7734], [0.9452, 1.5807, 3.0103], [0.2221, 1.8429, 1.6044], [0.2311, 2.3134, 3.8924], [0.8758, 0.2181, 3.1743]],
  "forces_ev_per_a": [[-0.802, 2.526, 0.059], [0.020, -0.001, 0.003], [0.012, 0.009, 0.003], [0.002, 0.001, -0.010], [-0.005, 0.008, 0.009], [-0.096, -0.026, 0.008], [0.016, 0.043, -0.023], [0.055, -0.147, 0.005], [-0.213, -0.806, -0.021], [-0.097, 0.121, -0.045], [0.073, 0.012, -0.038], [0.088, -0.061, 0.054], [-0.034, 0.111, -0.032], [0.035, -0.071, 0.045], [-0.018, -0.022, 0.004], [-0.058, 0.178, 0.044], [0.372, -0.405, -0.140], [0.006, 0.004, -0.019], [0.009, 0.001, 0.010], [0.007, -0.008, -0.006], [-0.004, 0.018, -0.004], [-0.007, -0.001, 0.001], [0.002, 0.002, 0.008], [0.000, 0.006, -0.006], [-0.005, -0.010, -0.007], [0.012, -0.005, 0.008], [-0.008, 0.008, 0.009], [-0.003, -0.007, -0.001], [-0.006, 0.009, -0.005], [0.007, -0.002, -0.007], [0.005, -0.005, -0.018], [0.017, 0.003, -0.025], [0.022, -0.014, 0.010], [-0.005, 0.029, -0.004], [0.017, 0.008, -0.009], [-0.007, -0.024, -0.025], [0.008, 0.001, -0.012], [0.008, -0.003, 0.014], [-0.012, -0.005, -0.004], [-0.006, 0.005, -0.007], [-0.005, -0.005, -0.001], [-0.001, 0.003, 0.008], [0.007, 0.008, -0.005], [-0.006, 0.003, 0.010], [0.006, -0.009, 0.002], [-0.019, -0.034, 0.023], [0.046, -0.028, -0.014], [-0.035, 0.101, -0.075], [0.044, -0.049, 0.092], [-0.065, 0.078, 0.047], [0.073, -0.040, -0.076], [0.255, -0.270, 0.042], [0.043, 0.096, -0.078], [-0.060, 0.074, 0.126], [0.126, -0.148, -0.149], [0.004, -0.102, 0.039], [0.005, 0.008, 0.003], [-0.007, -0.007, -0.063], [-0.018, -0.001, 0.005], [0.004, 0.023, -0.032], [0.027, -0.023, 0.024], [-0.006, -0.015, -0.010], [0.002, -0.021, 0.015], [-0.169, 0.352, 0.267], [-0.003, -0.056, -0.090], [0.302, -0.890, -0.216], [0.092, -0.440, -0.093], [0.001, -0.035, 0.006], [-0.017, -0.005, -0.222], [-0.033, -0.075, 0.518], [0.008, -0.006, 0.013], [-0.003, 0.035, 0.057]]
}

=====

{
  "formula": "C6H15N",
  "method": "ωB97M-V with the def2-TZVPD basis set",
  "charge": 0,
  "gap_ev": 8.372,
  "e_homo_ev": -8.72,
  "elements": ["C", "N", "C", "C", "C", "C", "C", "H", "H", "H", "H", "H", "H", "H", "H", "H", "H", "H", "H", "H", "H", "H"],
  "positions_angstrom": [[0.7166, 1.3700, 0.7823], [1.5566, 0.1558, 0.7030], [2.1707, -0.1036, -0.6121], [1.6112, -1.4229, -1.2166], [-0.6812, 1.0098, 1.1995], [-2.3466, -0.7325, 0.1428], [-1.7061, 0.6962, 0.1785], [0.6088, 1.9784, -0.0374], [1.0874, 2.0808, 1.5760], [-2.5906, 1.3570, 0.1670], [3.3258, -0.2140, -0.7084], [1.7144, 0.6696, -1.2580], [2.0337, -1.8030, -2.2039], [1.8577, -2.2775, -0.5000], [0.5421, -1.4454, -1.3331], [-0.4071, 0.2154, 1.8377], [-1.0961, 1.8937, 1.6920], [-2.5406, -1.1853, 1.0753], [-1.5674, -1.3026, -0.5491], [-3.2725, -0.6251, -0.4696], [-1.1946, 0.8463, -0.8761], [0.1778, -1.1609, 0.4103]],
  "forces_ev_per_a": [[0.750, -0.560, 2.191], [-1.949, -2.163, -0.978], [-0.908, -0.317, -1.383], [1.982, -2.284, 0.191], [-0.170, 1.574, 1.094], [1.964, 0.745, -3.765], [-0.588, -0.906, -3.441], [0.456, 1.111, -2.824], [0.147, -0.973, -0.473], [0.790, 0.314, 0.339], [-1.909, 0.696, 0.728], [1.202, 0.026, -0.257], [-0.141, 0.945, 0.983], [-0.295, 1.088, -0.683], [-0.579, 0.542, -0.009], [-0.903, -0.947, 1.415], [0.253, -0.275, 0.837], [-0.030, -0.549, 1.012], [-1.903, 0.247, 1.793], [0.525, -0.461, 0.563], [-1.154, -0.218, 1.713], [2.459, 2.365, 0.954]]
}

=====

{
  "formula": "C35H34F3N5O7ReS2",
  "method": "ωB97M-V with the def2-TZVPD basis set",
  "charge": 0,
  "s2": 0.76,
  "multiplicity": 2,
  "gap_ev": [6.960, 6.588],
  "e_homo_ev": [-8.17, -8.13],
  "elements": ["Re", "N", "C", "C", "C", "C", "C", "C", "C", "C", "C", "C", "C", "C", "N", "C", "C", "C", "C", "N", "H", "H", "H", "H", "H", "H", "H", "H", "H", "H", "O", "S", "O", "O", "O", "C", "C", "C", "C", "C", "C", "C", "N", "C", "C", "C", "C", "C", "C", "C", "N", "C", "C", "C", "C", "H", "H", "H", "H", "H", "H", "H", "H", "H", "H", "H", "H", "H", "H", "H", "H", "H", "H", "H", "H", "H", "H", "H", "H", "F", "C", "F", "F", "S", "O", "O", "O"],
  "positions_angstrom": [[0.9187, -0.3721, 1.2253], [7.6893, -7.1295, -2.7202], [6.9059, -6.4039, -2.2965], [5.9211, -5.4952, -1.7701], [4.7563, -5.2461, -2.4919], [3.8139, -4.3672, -1.9884], [4.0207, -3.7425, -0.7624], [5.1848, -3.9979, -0.0437], [6.1364, -4.8688, -0.5454], [3.0177, -2.7853, -0.2166], [2.9107, -1.5407, -0.8708], [3.6385, -1.1192, -1.9933], [3.2426, 0.1832, -2.2795], [2.2822, 0.5126, -1.3309], [2.0720, -0.5084, -0.4795], [2.3120, -3.1723, 0.8944], [2.4120, -4.4085, 1.6016], [1.5781, -4.3221, 2.6810], [1.0018, -3.0325, 2.6458], [1.4053, -2.3523, 1.5771], [4.5979, -5.7405, -3.4405], [2.9090, -4.1630, -2.5463], [5.3425, -3.5032, 0.9062], [7.0454, -5.0656, 0.0062], [4.3824, -1.7014, -2.5118], [3.6058, 0.8205, -3.0684], [1.7496, 1.4433, -1.2073], [3.0275, -5.2438, 1.3100], [1.3955, -5.0662, 3.4380], [0.3268, -2.5947, 3.3645], [2.9185, 1.4030, 3.9394], [2.5253, 0.1331, 3.4058], [3.1233, -1.0337, 3.9737], [2.7577, 0.1367, 1.8415], [1.0053, 0.0077, 3.3081], [-4.6484, 1.2273, -2.9661], [-3.9354, -0.1240, -2.9782], [-4.9172, -1.2018, -2.4931], [-3.4871, -0.4344, -4.4131], [-2.7201, -0.1380, -2.0620], [-1.9496, -1.2992, -1.9382], [-0.8893, -1.3278, -1.0696], [-0.5513, -0.2653, -0.3293], [-1.2456, 0.8732, -0.4455], [-2.3332, 0.9563, -1.3079], [-0.7572, 1.9854, 0.3876], [-1.3634, 3.2283, 0.4241], [-0.8540, 4.2372, 1.2304], [0.2930, 3.9232, 1.9546], [0.8524, 2.6658, 1.8826], [0.3347, 1.6962, 1.1172], [-1.5180, 5.5982, 1.3742], [-2.6781, 5.7778, 0.3952], [-0.4893, 6.7084, 1.1245], [-2.0564, 5.7042, 2.8100], [-5.5168, 1.1809, -3.6237], [-4.0027, 2.0300, -3.3288], [-5.0047, 1.4852, -1.9668], [-5.8075, -1.1962, -3.1241], [-5.2226, -1.0151, -1.4625], [-4.4800, -2.1996, -2.5414], [-4.3537, -0.4417, -5.0759], [-3.0053, -1.4100, -4.4843], [-2.7855, 0.3193, -4.7750], [-2.1839, -2.1901, -2.5030], [-0.2827, -2.2131, -0.9280], [-2.8817, 1.8819, -1.3677], [-2.2475, 3.4016, -0.1677], [0.7620, 4.6460, 2.6073], [1.7276, 2.4205, 2.4679], [-2.3511, 5.6734, -0.6418], [-3.0962, 6.7779, 0.5129], [-3.4826, 5.0644, 0.5849], [-0.0620, 6.6306, 0.1231], [0.3262, 6.6811, 1.8471], [-0.9739, 7.6820, 1.2138], [-2.7811, 4.9145, 3.0140], [-2.5456, 6.6698, 2.9511], [-1.2524, 5.6201, 3.5419], [-3.6324, -0.7930, 1.0715], [-3.4224, -1.3068, 2.2983], [-3.3307, -2.6315, 2.1766], [-4.4789, -1.0182, 3.0529], [-1.8916, -0.5949, 3.0314], [-1.7195, -1.2670, 4.2779], [-2.0974, 0.8226, 2.9958], [-0.9420, -1.0795, 1.9694]],
  "forces_ev_per_a": [[-0.360, 0.082, 0.700], [0.000, 0.000, 0.000], [-0.020, 0.016, 0.011], [0.013, -0.012, -0.005], [-0.004, -0.006, -0.013], [0.000, 0.003, 0.013], [-0.008, 0.026, -0.015], [-0.003, -0.010, -0.011], [0.009, -0.007, 0.009], [0.047, -0.061, 0.005], [-0.052, 0.056, -0.084], [0.078, 0.052, 0.024], [-0.043, -0.044, -0.073], [0.033, -0.007, 0.082], [-0.130, 0.114, -0.191], [0.069, 0.065, 0.102], [-0.116, -0.036, -0.086], [0.084, -0.019, 0.090], [-0.030, 0.015, -0.086], [0.006, -0.227, 0.015], [-0.002, 0.002, 0.001], [0.000, -0.002, 0.000], [0.002, 0.000, -0.001], [0.000, 0.001, -0.001], [-0.004, 0.002, 0.001], [-0.009, -0.003, -0.003], [0.010, 0.009, 0.001], [-0.002, 0.001, -0.003], [0.022, 0.009, 0.010], [-0.014, 0.016, -0.017], [-0.059, 0.012, -0.016], [0.567, -0.002, 0.158], [-0.022, 0.002, -0.036], [-0.078, 0.053, 0.130], [-0.097, -0.154, -0.341], [0.003, 0.000, 0.006], [0.004, 0.008, 0.003], [-0.002, 0.004, -0.017], [-0.004, -0.014, 0.012], [0.007, -0.035, -0.021], [-0.017, 0.030, -0.029], [0.029, -0.036, 0.030], [0.139, 0.024, -0.008], [-0.020, -0.043, -0.058], [0.068, 0.020, 0.050], [-0.037, -0.016, -0.037], [-0.012, 0.048, -0.017], [0.030, -0.066, 0.007], [-0.017, 0.006, -0.017], [0.047, -0.002, 0.072], [-0.156, -0.052, -0.160], [-0.006, -0.006, 0.023], [-0.007, -0.013, 0.009], [0.003, 0.009, 0.000], [0.014, 0.025, -0.014], [0.002, 0.001, -0.001], [-0.002, 0.001, 0.008], [-0.007, 0.006, -0.008], [0.002, -0.002, 0.005], [-0.003, -0.002, 0.000], [0.003, 0.003, 0.005], [0.000, 0.004, 0.002], [0.001, 0.002, -0.006], [0.002, -0.004, -0.003], [-0.001, -0.003, 0.008], [-0.016, -0.005, 0.003], [-0.003, 0.006, -0.002], [-0.015, -0.018, -0.003], [-0.005, -0.004, 0.000], [-0.005, -0.015, -0.008], [-0.006, 0.007, 0.000], [0.000, 0.002, -0.001], [0.007, -0.005, -0.008], [0.001, 0.003, 0.000], [0.004, -0.017, -0.010], [-0.001, -0.001, -0.002], [0.001, -0.002, 0.003], [0.000, -0.003, 0.001], [-0.009, 0.002, 0.003], [0.006, -0.016, 0.028], [-0.022, -0.014, -0.035], [-0.006, 0.023, 0.001], [0.016, 0.003, 0.008], [-0.099, 0.026, -0.093], [-0.005, 0.016, -0.049], [0.089, 0.038, -0.036], [0.117, 0.126, -0.014]]
}